Computed, not measured: 2 unconnected molecules or ions with the total composition C7H6Cl3ISi in a non-equilibrium geometry, with ωB97M-V/def2-TZVPD.

## Properties
- E_tot (hartree) = -2238.191589
- E_LUMO (eV) = -0.112
- HOMO energy (eV) = -8.16
- ΔE to the lowest compared entry with this formula, charge and spin (kJ/mol) = 114.9
- 2S+1 = 1
- F_max (eV/A) = 4.27

Positions of all 18 atoms, in Å:
C  2.635  0.348  0.377
C  2.301  -0.116  -0.904
C  1.742  0.763  1.364
C  0.918  -0.112  -1.207
C  0.431  0.665  1.056
C  0.004  0.395  -0.230
C  -1.407  0.599  -0.590
Si  -2.699  -1.454  0.143
Cl  -4.043  -0.956  1.539
Cl  -1.326  -2.892  0.642
Cl  -3.668  -1.726  -1.532
I  -2.276  2.467  -0.023
H  3.652  0.430  0.636
H  3.151  -0.376  -1.559
H  2.134  0.978  2.415
H  0.422  -0.248  -2.195
H  -0.403  0.800  1.787
H  -1.566  0.435  -1.719

Listed below, in e, are the Mulliken charges computed for each atom: -0.1428 -0.7777 -0.7473 -0.2432 0.0593 0.8434 -1.3357 0.8273 -0.1884 -0.1960 -0.1796 0.0738 0.3741 0.3390 0.2784 0.2332 0.3034 0.4788